[1]
Computed, not measured: a molecular structure, C4H5NO2S in a non-equilibrium geometry, with the ωB97M-V functional and the def2-TZVPD basis.

As for the energy: -20642.8306 eV. The spin multiplicity is 1. For the energy relative to the best compared isomer or geometry (same formula, charge and spin), the calculation gives 709.1 kJ/mol.

Each line ends with the Löwdin charge.
Cartesian coordinates (Å):
S1 2.08161 0.30394 0.16408  0.8138
O1 2.50969 0.96779 1.36497  -0.3628
O2 0.49091 0.81253 -0.36221  -0.1832
N1 0.36379 -0.83906 1.08343  0.0921
C1 -0.28906 -0.10115 0.27644  -0.5083
C2 2.53954 -0.76589 -0.99288  -0.2054
C3 -1.70837 -0.06842 -0.16612  -0.0582
C4 -2.35430 1.00196 -0.64945  0.0900
H1 -3.31929 0.86598 -0.93524  0.0365
H2 -1.90509 1.91350 -0.73033  0.0484
H3 0.06742 -1.69175 1.62850  0.1314
H4 -1.97392 -1.15725 -0.01759  0.1316
H5 3.49708 -1.24219 -0.66360  -0.0259

***

[2]
Computed, not measured: C4H5NO2S in the gas phase in a non-equilibrium geometry, with the ωB97M-V functional and the def2-TZVPD basis.

As for the energy: -20644.0187 eV. As for the SMILES: O=CN1C=COCS1. The spin multiplicity is 1. For the energy relative to the best compared isomer or geometry (same formula, charge and spin), the calculation gives 594.4 kJ/mol.

Each line ends with the Löwdin charge.
Cartesian coordinates (Å):
S1 0.54354 -1.50140 -0.83836  0.9782
O1 -1.80130 -0.46161 0.13926  -0.1251
O2 2.94899 -0.60788 0.49914  -0.1943
N1 0.91008 0.26035 -0.49197  -0.3686
C1 -0.19691 1.18277 -0.38331  -0.0860
C2 -1.48089 0.68194 -0.18959  -0.2397
C3 -0.83161 -1.50293 0.46002  -0.3205
C4 2.21750 0.44740 -0.10787  -0.2366
H1 2.37810 1.67685 -0.08952  0.1773
H2 -1.79299 -2.25756 0.17504  0.1810
H3 -2.23102 1.36400 -0.02624  0.1056
H4 -0.63102 -1.46960 1.44623  0.0486
H5 -0.03247 2.18767 -0.59282  0.0802

***

[3]
Computed, not measured: C4H5NO2S in the gas phase in a non-equilibrium geometry, with the ωB97M-V functional and the def2-TZVPD basis.

As for the energy: -20645.5110 eV. As for the SMILES: C=C(/C=N\O)C(O)=S. The spin multiplicity is 1. For the energy relative to the best compared isomer or geometry (same formula, charge and spin), the calculation gives 450.5 kJ/mol.

Each line ends with the Löwdin charge.
Cartesian coordinates (Å):
S1 -2.49064 -0.48021 1.87604  0.6807
O1 -1.34039 1.42265 0.42113  -0.0340
O2 0.69417 1.48081 -1.32301  -0.1416
N1 1.63949 1.10267 -0.36288  0.0089
C1 -0.03686 -1.87107 -0.17253  0.0755
C2 -0.20909 -0.62326 0.27574  -0.3083
C3 -1.33426 0.14888 0.83121  -0.8393
C4 1.09261 0.26000 0.41520  -0.1087
H1 -0.96106 -2.57342 -0.21490  0.1080
H2 0.90083 -2.33864 -0.48301  0.0779
H3 1.64094 -0.20565 1.26647  0.1370
H4 1.28009 2.04993 -2.03644  0.2013
H5 -0.87582 1.62729 -0.49301  0.1426

***

[4]
Computed, not measured: C4H5NO2S2 in the gas phase in a non-equilibrium geometry, with the ωB97M-V functional and the def2-TZVPD basis.

As for the energy: -31482.8529 eV. As for the SMILES: O=C(O)[C@]1(S)NC=CS1. The spin multiplicity is 1. For the energy relative to the best compared isomer or geometry (same formula, charge and spin), the calculation gives 176.2 kJ/mol.

Each line ends with the Löwdin charge.
Cartesian coordinates (Å):
S1 0.16674 -2.18631 -0.66974  0.6474
S2 1.28269 0.85122 -1.01980  0.9144
O1 -2.34437 0.62422 -0.34595  0.1287
O2 -1.65521 -0.34161 -2.27051  0.1008
N1 -0.18914 0.00927 0.92447  -0.0822
C1 -0.13681 -0.18095 -0.43533  -0.8322
C2 1.76771 1.12363 0.70671  -0.3459
C3 -1.50543 0.05746 -1.01716  -0.5865
C4 0.75829 0.79318 1.48746  -0.2236
H1 -0.76565 -0.51757 1.57217  0.1549
H2 2.72327 1.55192 0.74073  0.0411
H3 -0.06338 -2.53595 0.64187  -0.1500
H4 -0.89459 -0.30848 -2.83861  0.1082
H5 0.85587 1.05996 2.52368  0.1250

***

[5]
Computed, not measured: C4H5NO3 in the gas phase in a non-equilibrium geometry, with the ωB97M-V functional and the def2-TZVPD basis.

As for the energy: -11855.6887 eV. As for the SMILES: O=CO[N+]([O-])=C1CC1. The spin multiplicity is 1. For the energy relative to the best compared isomer or geometry (same formula, charge and spin), the calculation gives 609.1 kJ/mol.

Each line ends with the Löwdin charge.
Cartesian coordinates (Å):
O1 1.43707 0.14023 -1.47384  0.0468
O2 2.20348 -1.19890 0.18858  0.0702
O3 -0.61810 -0.60361 -1.99631  0.0710
N1 1.31587 -0.41905 -0.04463  -0.1733
C1 -0.36990 -0.13433 1.84455  -0.0410
C2 0.37221 0.06344 0.62785  -0.1687
C3 -1.02095 0.61802 0.67929  -0.0202
C4 0.36934 -0.02348 -2.30025  -0.3352
H1 -1.92756 0.06744 0.16305  0.1576
H2 -0.83983 -0.98672 2.15854  0.0852
H3 -0.24768 0.47635 2.69088  0.0982
H4 -1.13661 1.59917 0.80458  0.0508
H5 0.46266 0.40146 -3.34230  0.1586

***

[6]
Computed, not measured: a molecular structure, C4H5NO3 in a non-equilibrium geometry, with the ωB97M-V functional and the def2-TZVPD basis.

As for the energy: -11859.8946 eV. The spin multiplicity is 1. For the energy relative to the best compared isomer or geometry (same formula, charge and spin), the calculation gives 203.2 kJ/mol.

Each line ends with the Löwdin charge.
Cartesian coordinates (Å):
O1 1.12276 1.58343 -0.66647  0.0994
O2 0.99283 -0.71754 0.00420  0.0388
O3 -1.79390 -0.98495 1.81355  0.1956
N1 1.28267 1.00973 1.54049  0.1891
C1 -0.89546 -0.59500 -1.60465  -0.0118
C2 1.04278 0.75638 0.21903  -0.5466
C3 -1.15721 -0.86601 0.84492  -0.0786
C4 -0.37849 -0.59151 -0.20045  -0.3888
H1 1.31129 0.22759 2.17858  0.1158
H2 -0.73264 -1.57359 -2.06335  0.0878
H3 1.54127 1.95999 1.76423  0.1213
H4 -1.96567 -0.36792 -1.63524  0.0935
H5 -0.37022 0.15938 -2.19484  0.0844

***

Please write out number 3 again, unchanged.
Computed, not measured: C4H5NO2S in the gas phase in a non-equilibrium geometry, with the ωB97M-V functional and the def2-TZVPD basis.

As for the energy: -20645.5110 eV. As for the SMILES: C=C(/C=N\O)C(O)=S. The spin multiplicity is 1. For the energy relative to the best compared isomer or geometry (same formula, charge and spin), the calculation gives 450.5 kJ/mol.

Each line ends with the Löwdin charge.
Cartesian coordinates (Å):
S1 -2.49064 -0.48021 1.87604  0.6807
O1 -1.34039 1.42265 0.42113  -0.0340
O2 0.69417 1.48081 -1.32301  -0.1416
N1 1.63949 1.10267 -0.36288  0.0089
C1 -0.03686 -1.87107 -0.17253  0.0755
C2 -0.20909 -0.62326 0.27574  -0.3083
C3 -1.33426 0.14888 0.83121  -0.8393
C4 1.09261 0.26000 0.41520  -0.1087
H1 -0.96106 -2.57342 -0.21490  0.1080
H2 0.90083 -2.33864 -0.48301  0.0779
H3 1.64094 -0.20565 1.26647  0.1370
H4 1.28009 2.04993 -2.03644  0.2013
H5 -0.87582 1.62729 -0.49301  0.1426